Record 1
{"formula": "C26H22ClN3O6OsTe", "method": "ωB97M-V/def2-TZVPD", "elements": ["Os", "N", "C", "C", "C", "O", "O", "H", "H", "H", "H", "H", "H", "O", "C", "O", "C", "C", "Cl", "N", "N", "C", "C", "O", "O", "C", "C", "C", "C", "C", "C", "H", "H", "H", "H", "H", "H", "Te", "C", "C", "C", "C", "C", "C", "C", "C", "C", "C", "C", "C", "H", "H", "H", "H", "H", "H", "H", "H", "H", "H"], "xyz": [[0.953, -0.022, 0.428], [1.560, 1.193, -1.216], [0.632, 1.045, -2.371], [-0.685, 1.714, -2.047], [-1.455, 1.167, -0.875], [-2.560, 1.475, -0.589], [-0.828, 0.247, -0.017], [1.684, 2.183, -1.005], [2.483, 0.855, -1.491], [0.512, -0.020, -2.571], [1.070, 1.499, -3.259], [-1.358, 1.679, -2.903], [-0.532, 2.778, -1.841], [2.324, -5.616, 1.330], [1.367, -5.248, 2.172], [0.875, -5.998, 2.958], [0.892, -3.818, 2.121], [-0.112, -3.301, 2.948], [-1.038, -4.036, 4.133], [-0.297, -1.998, 2.644], [0.536, -1.640, 1.657], [1.252, -2.724, 1.337], [2.246, -2.517, 0.259], [3.016, -3.316, -0.162], [2.235, -1.225, -0.250], [-1.228, -1.080, 3.250], [-2.417, -0.801, 2.595], [-3.345, 0.008, 3.232], [-3.077, 0.509, 4.499], [-1.876, 0.222, 5.136], [-0.937, -0.583, 4.510], [2.638, -4.911, 0.739], [-2.621, -1.226, 1.621], [-4.287, 0.226, 2.746], [-3.818, 1.116, 5.002], [-1.681, 0.602, 6.130], [-0.014, -0.857, 5.008], [2.137, 1.534, 2.171], [0.548, 2.390, 3.237], [-0.708, 2.583, 2.674], [-1.650, 3.299, 3.395], [-1.333, 3.806, 4.650], [-0.078, 3.590, 5.202], [0.880, 2.876, 4.497], [2.707, 3.169, 0.989], [1.858, 4.252, 0.786], [2.289, 5.290, -0.029], [3.545, 5.239, -0.623], [4.387, 4.155, -0.403], [3.974, 3.110, 0.411], [-0.966, 2.190, 1.699], [-2.633, 3.461, 2.972], [-2.071, 4.373, 5.201], [0.163, 3.983, 6.181], [1.862, 2.719, 4.928], [0.892, 4.307, 1.271], [1.648, 6.147, -0.187], [3.876, 6.056, -1.250], [5.371, 4.130, -0.851], [4.643, 2.278, 0.602]], "forces_ev_per_a": [[-0.0004, -0.0264, 0.0744], [0.0491, 0.0028, 0.0331], [-0.0102, 0.0248, 0.0206], [0.0257, -0.0199, -0.0730], [0.0397, 0.0979, 0.0152], [-0.0316, 0.0012, 0.0588], [0.0401, -0.0938, 0.0135], [0.0029, 0.0335, 0.0026], [-0.0025, -0.0231, 0.0049], [-0.0063, -0.0113, -0.0025], [0.0125, 0.0099, -0.0044], [-0.0022, -0.0141, -0.0147], [-0.0107, 0.0110, -0.0081], [-0.0188, 0.0098, -0.0125], [0.0177, 0.0210, -0.0138], [-0.0045, -0.0120, 0.0168], [0.0266, -0.0053, -0.0105], [-0.0442, -0.0151, -0.0097], [0.0007, -0.0040, 0.0109], [0.0125, 0.0327, 0.0312], [0.0159, 0.0148, -0.0257], [0.0003, 0.0114, -0.0259], [0.0009, 0.0065, 0.0150], [-0.0183, -0.0105, -0.0115], [-0.0267, 0.0072, -0.0452], [-0.0008, -0.0252, -0.0082], [0.0009, -0.0126, -0.0203], [-0.0110, 0.0102, -0.0044], [-0.0005, -0.0038, 0.0051], [0.0046, -0.0151, 0.0131], [-0.0043, -0.0045, 0.0355], [0.0176, 0.0050, 0.0255], [0.0026, 0.0063, 0.0173], [0.0041, 0.0029, -0.0003], [0.0016, -0.0018, 0.0014], [-0.0028, -0.0009, -0.0080], [-0.0081, 0.0070, -0.0079], [-0.0380, -0.0117, -0.0436], [-0.0069, 0.0346, -0.0312], [0.0229, 0.0085, -0.0345], [0.0038, 0.0093, 0.0031], [-0.0058, -0.0008, -0.0058], [-0.0035, 0.0030, 0.0069], [0.0024, -0.0134, 0.0000], [-0.0072, -0.0105, 0.0170], [0.0164, 0.0149, -0.0166], [-0.0237, -0.0008, 0.0137], [0.0274, -0.0138, -0.0012], [-0.0052, 0.0248, -0.0146], [-0.0093, -0.0381, 0.0026], [-0.0163, -0.0076, 0.0216], [0.0045, -0.0021, 0.0019], [0.0018, -0.0020, 0.0003], [-0.0001, -0.0001, -0.0034], [-0.0020, -0.0026, 0.0030], [-0.0234, -0.0108, -0.0035], [0.0033, -0.0032, -0.0010], [-0.0047, -0.0020, 0.0012], [-0.0012, -0.0015, 0.0052], [-0.0075, 0.0096, -0.0096]], "spin_multiplicity": 1, "total_charge": 2}

=====

Record 2
{"formula": "C42H38F3N7O2Tl", "method": "ωB97M-V/def2-TZVPD", "elements": ["Tl", "C", "C", "O", "C", "C", "C", "N", "N", "C", "O", "C", "C", "C", "C", "C", "C", "H", "H", "H", "H", "H", "H", "H", "H", "H", "H", "H", "H", "C", "N", "C", "C", "C", "C", "C", "N", "C", "C", "C", "C", "C", "C", "H", "H", "H", "H", "H", "H", "H", "H", "H", "H", "H", "F", "C", "F", "F", "C", "C", "C", "C", "C", "C", "C", "C", "H", "H", "H", "H", "N", "C", "C", "C", "N", "H", "H", "H", "H", "N", "C", "C", "C", "C", "C", "C", "H", "H", "H", "H", "H", "H", "H"], "xyz": [[0.151, -0.089, 0.276], [-0.688, -3.362, -3.028], [-0.889, -2.599, -1.740], [-0.556, -1.359, -1.777], [-1.348, -3.277, -0.625], [-1.371, -2.600, 0.636], [-0.791, -3.263, 1.851], [-1.848, -1.384, 0.780], [-2.834, -1.041, -0.154], [-2.707, 0.154, -0.634], [-1.717, 0.955, -0.502], [-3.866, 0.667, -1.443], [-3.789, 1.940, -1.995], [-4.855, 2.463, -2.714], [-6.010, 1.714, -2.892], [-6.089, 0.438, -2.344], [-5.026, -0.082, -1.624], [0.379, -3.444, -3.255], [-1.159, -2.814, -3.845], [-1.111, -4.365, -2.982], [-1.414, -4.357, -0.670], [-1.365, -4.176, 2.040], [-0.864, -2.612, 2.718], [0.244, -3.562, 1.696], [-2.880, 2.505, -1.845], [-4.785, 3.458, -3.135], [-6.845, 2.122, -3.447], [-6.988, -0.151, -2.475], [-5.071, -1.070, -1.185], [2.424, -2.524, -0.845], [1.860, -1.826, 0.309], [2.486, -1.862, 1.428], [1.994, -1.203, 2.593], [2.528, -1.151, 3.881], [1.629, -0.386, 4.631], [0.603, -0.018, 3.752], [0.816, -0.522, 2.528], [2.814, -3.949, -0.561], [4.136, -4.283, -0.287], [4.496, -5.593, 0.002], [3.531, -6.588, 0.017], [2.208, -6.267, -0.263], [1.854, -4.958, -0.550], [3.290, -1.974, -1.226], [1.667, -2.493, -1.627], [3.413, -2.431, 1.537], [3.439, -1.622, 4.215], [1.692, -0.133, 5.677], [-0.281, 0.559, 3.978], [4.896, -3.510, -0.311], [5.530, -5.833, 0.214], [3.807, -7.610, 0.244], [1.449, -7.038, -0.255], [0.820, -4.699, -0.749], [0.121, 9.507, 0.352], [-0.341, 8.717, -0.637], [0.261, 9.156, -1.764], [-1.646, 8.999, -0.776], [-0.080, 7.265, -0.376], [1.160, 6.882, 0.122], [1.434, 5.543, 0.335], [0.467, 4.572, 0.065], [-0.776, 4.970, -0.428], [-1.046, 6.308, -0.654], [0.703, 3.178, 0.299], [0.761, 1.979, 0.450], [1.906, 7.632, 0.349], [2.395, 5.236, 0.723], [-1.527, 4.212, -0.603], [-2.019, 6.607, -1.017], [1.432, -0.204, -3.038], [2.260, 0.013, -4.072], [3.365, 0.666, -3.571], [3.096, 0.797, -2.195], [1.928, 0.259, -1.889], [0.531, -0.683, -2.959], [2.005, -0.299, -5.069], [4.226, 1.008, -4.116], [3.681, 1.267, -1.423], [-2.619, 1.677, 2.445], [-2.519, 3.055, 2.449], [-1.372, 3.687, 2.937], [-1.318, 5.067, 3.029], [-2.395, 5.855, 2.640], [-3.524, 5.228, 2.128], [-3.588, 3.848, 2.024], [-3.318, 1.292, 1.825], [-1.755, 1.176, 2.335], [-0.520, 3.085, 3.227], [-0.413, 5.533, 3.400], [-2.344, 6.933, 2.711], [-4.367, 5.821, 1.793], [-4.472, 3.370, 1.620]], "forces_ev_per_a": [[0.2690, -0.0686, 0.0175], [0.0731, -0.0381, -0.0290], [-0.2541, -0.0747, 0.0709], [-0.0592, -0.1448, 0.1077], [0.1076, 0.1765, -0.0288], [0.0302, 0.0006, 0.0453], [-0.0998, -0.0454, -0.0144], [-0.3603, -0.2262, -0.1058], [0.3828, 0.0427, 0.2746], [-0.4473, 0.1391, -0.4464], [0.1950, -0.0234, 0.2212], [0.0871, 0.0021, 0.0613], [-0.0346, 0.0335, -0.0352], [-0.0006, -0.0199, 0.0004], [0.0281, -0.0192, 0.0360], [-0.0216, 0.0084, -0.0119], [-0.0096, -0.0650, 0.0240], [0.0009, 0.0110, -0.0195], [-0.0215, 0.0043, -0.0025], [-0.0026, -0.0208, 0.0087], [-0.0179, -0.0113, 0.0246], [-0.0118, 0.0103, 0.0221], [0.0250, 0.0214, 0.0106], [0.0778, -0.0015, -0.0261], [0.0235, 0.0223, -0.0051], [0.0047, 0.0133, -0.0074], [-0.0101, 0.0019, -0.0169], [-0.0087, -0.0096, -0.0088], [-0.0110, 0.0100, -0.0102], [-0.0489, 0.0472, -0.1825], [-0.1142, 0.2700, -0.0348], [0.0098, -0.0561, 0.3174], [0.0866, -0.1734, -0.3187], [-0.0907, 0.0612, 0.1519], [0.0641, -0.0589, -0.0390], [-0.0430, -0.1372, -0.0343], [-0.1133, 0.2455, 0.0563], [0.0970, -0.0557, 0.0091], [0.0256, -0.0218, -0.0397], [-0.0555, -0.0061, -0.0053], [0.0062, 0.0026, -0.0004], [0.0491, 0.0475, 0.0110], [-0.0640, -0.0124, 0.0587], [-0.0201, 0.0153, 0.0252], [0.0665, -0.0237, 0.0164], [-0.0470, 0.0050, -0.0402], [0.0487, -0.0045, 0.0176], [0.0174, 0.0166, 0.0383], [-0.0394, 0.0581, -0.0025], [-0.0028, 0.0137, 0.0050], [0.0268, -0.0155, 0.0075], [0.0036, -0.0231, -0.0012], [-0.0202, -0.0358, 0.0023], [0.0593, -0.0063, -0.0170], [0.0843, 0.0583, 0.1679], [-0.0045, -0.1256, 0.0358], [0.1002, -0.0023, -0.1630], [-0.1746, -0.0277, -0.0112], [0.0085, 0.0718, -0.0122], [-0.0001, -0.0083, -0.0218], [-0.0245, 0.0283, 0.0212], [0.1006, -0.1165, 0.0618], [-0.0116, 0.0134, -0.0032], [-0.0190, -0.0219, 0.0534], [-0.0377, 0.1103, -0.0117], [0.1426, -0.0391, -0.0733], [0.0164, 0.0195, -0.0097], [0.0176, -0.0007, 0.0162], [-0.0286, -0.0086, -0.0075], [-0.0285, 0.0172, -0.0274], [0.1698, 0.0919, -0.0914], [0.0023, 0.0187, 0.0238], [-0.0057, 0.0140, 0.0594], [0.0803, 0.0774, -0.0427], [-0.1568, 0.0393, -0.0981], [-0.1484, -0.1057, 0.0464], [-0.0097, -0.0128, -0.0553], [0.0403, 0.0134, -0.0171], [0.0505, 0.0217, 0.0254], [-0.2686, -0.2141, 0.0243], [-0.0135, 0.0725, -0.0484], [-0.0125, 0.0428, 0.0068], [0.0211, 0.0309, 0.0221], [-0.0014, -0.0920, -0.0495], [-0.0002, 0.0532, -0.0142], [0.0202, 0.0511, 0.0480], [0.0740, 0.0635, 0.0051], [0.1999, -0.0581, -0.0186], [0.0211, -0.0107, 0.0131], [0.0068, 0.0131, 0.0096], [0.0016, 0.0385, -0.0039], [-0.0177, 0.0161, 0.0038], [-0.0299, -0.0140, -0.0221]], "spin_multiplicity": 1, "total_charge": -1, "e_above_lowest_kcal_mol": 20.1}

=====

| no. | E_HOMO (eV) |
| --- | --- |
| 1 | -15.1 |
| 2 | -4.9 |